(1)
Entry from OMol25: 4 unconnected molecules or ions with the total composition C23H51F3NO10 (ωB97M-V/def2-TZVPD).

Each line ends with the Mulliken charge.
Atoms and positions in Å:
N 0.331 -2.933 -1.475  0.002
H 2.819 4.091 -6.178  0.317
H 1.916 4.294 2.104  0.286
C 0.021 3.232 3.933  -0.633
C 0.145 -4.434 -1.484  -0.490
O -1.427 2.957 -2.874  -0.274
H 0.305 -2.586 -0.515  0.335
H -0.418 5.834 3.913  0.322
H 1.541 1.880 -6.226  0.476
H 2.612 1.648 -4.820  0.321
O 0.824 0.858 -3.105  -0.297
H -3.170 3.385 -1.827  0.313
C 2.588 4.134 -5.108  -0.779
F 4.964 -3.840 -1.311  -0.257
O 3.815 2.714 2.837  -0.266
H 0.517 -4.823 -0.531  0.340
H 3.463 3.796 -4.541  0.321
F 4.411 -3.524 -3.383  -0.250
O -4.557 -4.167 2.903  -0.259
C 0.953 -5.025 -2.629  -0.565
H 0.618 -4.597 -3.588  0.271
F 4.271 -1.888 -1.958  -0.234
H 1.923 -1.551 -1.716  0.512
H -0.878 2.742 -0.900  0.416
H -2.150 0.519 3.035  -0.080
O -3.656 -0.820 2.536  -0.327
O 1.450 3.358 -4.796  -0.256
C 4.106 -3.219 -2.122  0.679
H -3.522 -2.281 -0.429  0.454
C -5.566 -5.156 2.894  -0.775
H -0.434 -2.506 -1.999  0.368
O 0.919 2.492 1.767  -0.144
H 1.769 3.725 0.439  0.403
C 1.646 -2.533 -2.101  -1.010
C 0.741 2.165 3.139  -0.517
H -0.379 5.231 5.591  0.318
C 1.964 3.410 1.466  -0.671
H 1.499 -2.424 -3.181  0.306
H -3.315 -5.421 1.828  0.321
H 0.111 1.272 3.140  0.212
H -4.419 -2.764 1.015  0.192
H 1.127 2.828 -2.500  0.279
H -5.383 -5.918 3.658  0.319
H 5.769 2.219 2.339  0.315
C -3.238 0.400 3.112  -0.349
H -3.518 0.378 4.162  0.338
H -0.920 -4.667 -1.540  0.409
C -3.489 -2.315 0.663  -0.610
O -2.372 -3.145 0.980  -0.323
O 0.908 4.278 4.269  -0.266
H 4.031 3.428 0.919  0.487
H -1.288 -4.010 2.439  0.409
H 0.538 0.187 -4.979  0.389
H -2.924 -5.236 3.557  0.472
H 5.242 1.876 4.000  0.243
C 0.228 5.436 4.703  -0.768
H -2.337 -0.532 0.974  0.151
C 0.555 1.156 -4.473  -0.488
H -3.726 1.255 2.632  0.344
H -1.362 1.239 -1.729  0.134
H -3.212 3.585 -3.592  0.247
H 0.761 -6.101 -2.687  0.429
H 2.651 -3.806 -0.681  0.263
C -0.827 2.193 -1.850  -0.265
C -2.834 2.965 -2.782  -0.794
C -3.360 -0.893 1.160  -0.351
C 2.658 -3.619 -1.766  0.257
H -5.632 -5.642 1.914  0.324
H 3.315 1.799 1.052  0.223
C -2.296 -3.603 2.332  -0.475
O 2.346 -4.819 -2.447  -0.384
C 4.935 1.868 2.957  -0.754
H 1.102 1.580 -1.249  0.065
H -0.380 2.782 4.853  0.455
C 3.346 2.800 1.507  -0.470
H 1.693 1.914 3.612  0.255
H -2.404 -2.772 3.030  0.214
H -0.427 1.617 -4.587  0.223
H -0.818 3.619 3.340  0.342
H -4.058 -0.256 0.598  0.508
C -3.276 -4.706 2.661  -0.638
H 4.685 0.840 2.667  0.298
C 1.620 1.999 -5.136  -0.639
C 0.623 1.918 -2.172  -0.243
H 2.366 5.163 -4.836  0.238
H 0.980 6.181 4.955  0.237
H -6.509 -4.661 3.108  0.238
H -3.243 1.952 -2.889  0.309

Computed properties:
**Net charge**: +1
**E**: -54784.473 eV
**LUMO level**: -3.1 eV

***

(2)
Entry from OMol25: 8 unconnected molecules or ions with the total composition C23H51N5O14S2 (ωB97M-V/def2-TZVPD).

Each line ends with the Mulliken charge.
Atoms and positions in Å:
H -1.035 28.535 -0.268  0.356
C -4.782 22.672 1.116  -1.335
O -4.453 17.555 -1.059  -0.640
H 1.077 20.682 -4.717  0.104
H -1.444 27.023 -4.287  0.009
H -1.358 23.755 -1.189  0.134
H 3.700 23.826 -0.564  0.182
C 1.198 21.503 -5.424  0.305
H -4.229 18.390 1.439  0.264
O 1.846 18.074 -4.522  -0.509
C -0.656 27.754 -2.274  0.172
H -2.051 20.074 -2.793  0.271
S -0.525 23.376 -4.776  1.032
H 4.680 27.065 -0.504  0.310
H 5.054 25.315 0.028  0.356
S 3.216 17.769 -5.033  1.035
C 4.711 22.690 -6.099  -1.033
O -0.735 22.648 -6.228  -0.453
H -3.584 19.243 -3.246  0.278
H -3.259 27.346 -0.738  0.134
H 1.411 22.877 -1.057  0.272
H -5.252 23.651 1.028  0.479
H -3.620 26.870 -5.103  0.047
H -2.151 25.274 -1.391  -0.502
C 4.509 18.578 -7.015  -0.350
H 0.295 28.201 -2.564  0.457
H -1.763 28.716 -3.952  0.303
O 4.283 17.566 -4.098  -0.550
H 3.499 17.029 -8.114  0.321
H -4.087 23.386 -3.580  0.421
C -3.998 26.077 -5.748  -0.207
O 3.635 19.003 -5.999  -0.118
O 2.510 26.548 -1.578  -0.629
H 1.680 24.680 -7.935  0.288
H -4.035 26.228 -6.827  0.393
H 1.211 24.324 -2.077  -0.252
H 1.588 25.653 -6.422  0.158
C -1.501 28.568 -1.252  -0.772
C 2.199 25.382 -7.283  -0.736
H -2.116 18.291 -2.792  0.290
C 0.025 21.527 -6.412  -0.490
N -5.366 25.004 -3.961  -0.048
H -4.398 22.543 2.128  0.286
H -3.933 19.991 0.914  0.036
N 3.405 24.719 -6.686  -0.176
N -3.071 24.151 0.073  0.000
H -1.538 29.642 -1.438  0.340
C -1.834 24.560 -0.630  -0.264
C -5.307 25.513 -5.197  0.441
O 3.224 16.650 -6.251  -0.314
H 5.476 18.932 -6.659  0.330
H -6.274 24.716 -3.628  0.241
H 0.309 21.455 -7.462  0.307
N -3.077 19.356 -1.266  -0.217
H 4.078 26.335 0.940  0.281
C -1.618 27.741 -3.485  -0.159
C 4.151 17.036 -7.239  -0.370
O 3.299 22.779 -7.939  -0.674
H 2.208 21.447 -5.831  -0.223
H -3.665 28.730 -1.546  0.418
H 3.845 25.068 -5.847  0.250
C 1.915 23.564 -1.736  -0.056
H -0.448 26.751 -1.903  -0.398
O -1.445 22.759 -3.846  -0.453
H -1.062 25.067 -0.052  0.406
H -5.369 21.846 0.715  0.253
H -0.556 20.660 -6.098  0.359
O -6.346 25.672 -5.771  -0.667
O -3.234 22.105 -0.520  -0.708
C 3.709 23.428 -6.969  0.831
H -3.228 25.310 -5.665  -0.098
C -2.687 19.204 -2.628  -0.860
H -3.317 24.802 -3.635  -0.442
C 4.327 26.117 -0.098  -1.142
H 2.281 23.067 -2.635  0.098
H -3.278 24.819 0.801  0.274
H 4.914 21.625 -6.204  0.072
H 4.357 22.749 -5.070  0.256
H 4.209 19.007 -7.971  0.238
C -3.605 22.981 0.187  0.779
H 2.558 26.167 -7.949  0.357
H 5.057 16.444 -7.363  0.289
C -4.512 19.102 0.664  -0.727
O -0.501 24.822 -4.884  -0.499
O 1.055 22.766 -4.827  -0.038
H -4.241 24.505 -2.166  0.097
H -5.553 19.391 0.815  0.269
H -3.096 20.307 -0.924  0.612
C -2.870 27.984 -1.532  -0.394
N 2.934 24.323 -0.995  -0.154
C -4.260 24.411 -3.252  -0.159
C 3.139 25.676 -0.902  0.700
O -2.775 27.307 -2.789  -0.420
C -4.035 18.606 -0.653  0.599
H 5.642 23.254 -6.162  0.442

Computed properties:
**Structure (SMILES)**: O=S1(=O)OCCO1.O=S1(=O)OCCO1.CNC(C)=O.CNC(C)=O.CNC(C)=O.CNC(C)=O.CNC(C)=O.C1CCOC1
**Net charge**: 0
**Energy above the lowest of the compared OMol25 structures with the same formula, charge and spin**: 54.8 kcal/mol
**E**: -82460.579 eV
**LUMO level**: 0.1 eV

***

(3)
Entry from OMol25: 6 unconnected molecules or ions with the total composition C23H51NO10P2 (ωB97M-V/def2-TZVPD).

Each line ends with the Mulliken charge.
Atoms and positions in Å:
C 1.092 -3.233 0.350  -0.434
H -6.043 -4.104 3.813  0.291
C -5.889 -5.047 5.745  -1.098
H -4.802 -5.363 3.905  0.292
H -0.231 -0.139 -0.078  -0.360
C -2.728 1.825 -2.197  -0.970
C -1.960 1.511 -1.077  0.080
H 1.662 2.758 -5.515  0.052
H -1.440 -1.530 -1.603  0.128
H -5.119 -5.469 6.396  0.334
H -3.807 -2.048 3.034  0.223
H 1.532 5.638 -6.561  0.293
H -0.632 2.141 1.368  0.448
P 2.125 -0.893 -2.762  0.989
H -0.516 -4.601 -0.114  0.383
C 5.502 2.407 -4.187  -0.841
H -4.353 0.105 3.670  0.309
C 1.958 -0.314 5.572  -0.273
H 1.802 4.396 -3.901  0.173
O -3.767 -1.366 2.353  -0.412
C -1.829 -2.478 -1.231  -1.279
H 6.442 2.263 -4.726  0.374
H -2.219 0.629 -0.496  0.519
H 5.523 4.564 -4.283  0.302
C 2.105 3.744 -5.706  0.002
O 3.263 -1.536 0.145  -0.566
C 0.002 1.961 0.491  -1.456
H 0.840 2.655 0.575  0.390
H 2.791 -1.979 4.467  0.307
O -4.306 -3.527 4.704  -0.460
H -6.639 -5.815 5.551  0.336
O 4.222 3.966 -2.848  -0.447
C 5.450 3.777 -3.533  -0.313
H 3.400 -2.436 -3.428  0.379
C 0.409 0.474 0.558  1.067
H 5.407 1.617 -3.437  0.250
C -2.391 2.959 -2.930  -0.592
H 1.491 -3.294 -0.660  0.268
H -2.966 3.208 -3.816  0.387
H -6.358 -4.227 6.289  0.287
H -3.550 1.189 -2.499  0.460
P 2.318 0.764 -1.352  -0.039
C 1.093 4.657 -6.376  -1.168
H 4.158 3.279 -2.176  0.284
H 0.320 4.029 -1.149  0.430
C -3.521 -0.122 2.995  -0.442
H 1.708 -3.902 0.962  0.317
H 2.824 -0.194 6.230  0.298
H -1.528 -3.322 -1.852  0.350
C -0.544 3.445 -1.448  -0.517
H -3.619 -3.909 5.259  0.255
H 2.045 0.401 4.755  0.234
C -2.207 -0.160 3.754  -0.859
H 0.750 4.241 -7.326  0.379
H 6.280 3.893 -2.826  0.302
C -5.279 -4.543 4.451  -0.234
O 0.926 -1.730 -2.549  -0.617
H -1.262 -1.704 0.729  -0.454
H 2.978 3.611 -6.344  0.375
O 2.569 4.287 -4.473  -0.326
C -0.361 -3.715 0.506  -0.922
H -2.357 -3.054 0.740  0.287
C -1.453 -2.667 0.262  0.880
H -2.920 -2.395 -1.309  0.392
H -1.055 4.632 -3.153  0.507
C -0.882 2.305 -0.707  0.477
C -1.316 3.757 -2.564  -0.493
N 1.852 0.235 0.251  0.044
H -1.389 -0.392 3.068  0.103
H 4.674 2.287 -4.887  0.111
H 1.373 1.680 -1.861  0.123
H 1.034 0.022 -4.333  0.333
C 1.891 -1.731 5.032  -0.832
H 1.024 -1.849 4.380  0.099
H -3.490 0.644 2.219  0.289
H -0.455 -4.026 1.553  0.363
C 2.160 -1.141 0.421  -0.145
H 0.224 4.808 -5.730  0.236
O 1.973 -0.168 -4.198  -0.540
H -1.997 0.795 4.239  0.423
O 0.775 0.019 6.297  -0.512
O 3.489 -1.693 -2.812  -0.484
O 1.208 -1.919 0.945  -0.019
H -2.218 -0.941 4.516  0.381
H 0.695 -0.600 7.028  0.289
H 0.254 0.144 1.586  -0.199
H 1.783 -2.450 5.848  0.420

Computed properties:
**Structure (SMILES)**: CCCCOC(=O)N(CCc1ccccc1)PP(=O)(O)O.CCO.CCO.CCO.CCO.CCO
**Net charge**: 0
**E**: -65221.199 eV
**LUMO level**: 0.5 eV

***

Q: Among the records above, which one has the highest LUMO level?
A: C23H51NO10P2